Record 1
Entry from the OMol25 dataset: a structure of composition C23H41As2Cl2N3O9PRbS2 (wB97M-V/def2-TZVPD).

F_max, eV Å⁻¹: 1.48
Energy relative to the best compared isomer or geometry (same formula, charge and spin), kJ/mol: 190.0
Net charge: 0
Energy, Eh: -8296.09192
Gap between HOMO and LUMO, eV: 6.76
Multiplicity: 1

Last column: Löwdin charge in e.
Geometry (Å):
C 5.60623 -1.82049 -0.63479  -0.30
H -0.21770 6.26152 -1.24128  0.06
C -3.06747 3.64626 0.76153  -0.15
As 6.62586 -0.18330 -0.96424  1.36
H -4.02976 3.94922 0.34668  0.07
H 2.88919 -0.76271 -2.46910  -0.01
Cl 2.11997 -0.00059 3.68956  0.54
C 3.92626 -3.23740 0.44353  -0.63
H 1.51032 6.28137 -1.58507  0.07
As 2.99959 -0.52243 0.07403  1.21
C 0.84132 4.45039 -0.65630  -0.42
C 2.74788 0.07948 -1.79715  -0.27
H 4.73645 -3.91405 -2.18379  0.03
H 5.91575 -3.04340 -3.19192  0.09
H 3.36811 4.72366 1.54327  0.09
H 1.77712 -4.61127 1.84587  0.08
H 5.96262 -4.81797 -3.09509  0.10
C 1.33369 -4.66491 -0.91492  -0.90
Rb 0.37478 0.67726 1.29082  0.75
H 0.61835 3.93725 -1.59555  0.08
H 3.48746 -4.90071 2.24415  0.09
S -1.57105 -1.39155 -0.05679  0.85
H 0.63309 3.34097 3.50009  0.05
N 0.09203 -4.57684 -0.54055  0.00
O 4.50773 -4.29306 0.31119  0.06
C 4.36997 -1.91607 -0.13172  -0.35
H 6.55691 1.68226 2.49347  0.09
H 8.26860 2.15844 2.41884  0.10
H 0.02955 -2.78856 -0.15222  -0.05
O 4.41852 2.94480 1.74160  -0.03
C -0.16461 4.08080 3.39086  -0.16
S 2.15244 -3.25889 -1.57132  0.67
H 6.03213 1.33676 -2.91708  0.03
C -0.02981 4.82474 2.05638  -0.40
Cl -0.76476 0.18512 3.98072  0.50
H 7.70354 0.75528 1.49858  0.06
H 3.07598 -5.65557 -0.83643  0.09
C 3.59817 2.06326 1.17824  -0.54
H -3.01203 2.55621 0.73632  0.05
H 1.85702 4.16110 -0.37781  0.05
H -3.04115 3.96728 1.80668  0.06
H 2.35467 -7.78450 -0.35001  0.08
C 0.75396 -0.23034 4.79208  -0.94
H -0.75587 5.63820 2.00762  0.08
O 7.21320 2.66541 0.77371  -0.02
H -0.10000 4.77544 4.23138  0.07
H 0.70909 -1.27418 5.06792  0.04
H 1.27400 -6.91764 0.75181  0.07
O 6.70702 -3.89444 -1.45671  -0.02
H 0.71213 -7.38778 -0.86549  0.08
H 0.97125 5.25372 1.98414  0.06
H 0.87563 0.42112 5.64432  0.04
H 3.06263 3.83195 3.05302  0.09
H -1.96811 3.94606 -1.07344  0.08
C 7.43763 1.74618 1.85737  -0.04
H 2.50620 -3.80897 3.25961  0.09
N 2.08058 -5.80449 -0.87307  -0.07
C 6.18963 2.45752 -0.06453  -0.58
O 7.50390 -2.84068 0.29632  0.09
C 4.26926 0.95475 0.46910  -0.28
P -0.27257 3.68494 0.60856  0.90
C 3.81941 4.11126 2.32223  0.01
O 2.38785 2.14997 1.26084  -0.21
H -0.29497 -5.45024 -0.18842  0.03
H 3.42381 0.89274 -2.04906  0.02
O 3.05537 -3.02492 1.47123  -0.15
C 6.64154 -2.93252 -0.53941  -0.59
H -1.12195 3.56008 3.45986  0.06
H 4.62855 4.65265 2.80040  0.10
H 1.72033 0.42616 -1.90765  0.02
O 5.91221 3.28062 -0.89477  0.13
C 0.75980 5.96276 -0.85932  -0.14
C 5.76362 -3.90624 -2.54048  -0.04
H 5.15726 -0.20996 -3.09398  0.01
H 0.94678 6.50367 0.07032  0.06
C -1.90985 4.26394 -0.02979  -0.42
H 6.88646 -0.10666 -3.47603  0.02
C 5.48526 1.12724 -0.04938  -0.31
C 6.09938 0.25326 -2.81663  -0.28
H -1.96931 5.35313 0.00212  0.07
O -1.87520 -0.08247 0.52226  -0.73
C 1.57253 -7.02968 -0.29858  -0.10
C 2.68724 -4.16516 2.24746  -0.03
N -0.16766 -1.80993 0.23622  -0.38

---

Record 2
Entry from the OMol25 dataset: a structure of composition C23H41DyFP2 (wB97M-V/def2-TZVPD).

F_max, eV Å⁻¹: 2.44
Net charge: +1
Energy, Eh: -2568.36180
Gap between HOMO and LUMO (alpha / beta), eV: 6.99 / 7.08
Multiplicity: 6

Last column: Löwdin spin population.
Geometry (Å):
C -1.30956 0.16228 3.31716  0.00
H -5.20700 0.84264 -0.23617  0.00
H 0.93619 -2.17430 -2.98268  0.00
C -0.89803 -2.41627 1.53696  0.00
C 0.10101 3.11088 -2.95785  0.00
C -4.21595 1.14163 -0.60565  0.00
C -3.94693 0.68007 -2.01617  0.00
C 1.53506 0.96476 4.54971  0.00
C 2.73463 -1.28261 -0.68052  -0.01
H 4.04397 -2.19953 3.45183  0.00
C -3.44959 1.89418 0.19161  0.00
H -0.88795 3.52427 -3.19503  0.00
H -2.65926 2.36134 -2.54492  0.00
H -1.20900 -3.29660 2.12762  0.00
H -4.84676 0.89002 -2.61883  0.00
H 0.67099 1.72870 -5.34674  0.00
C -0.00124 -0.46143 2.99469  -0.01
H -1.76404 3.04846 0.73521  0.00
H 0.86505 -0.00171 -4.93199  0.00
H 0.41836 3.47426 -1.97268  0.00
H 3.67563 -1.05276 4.76176  0.00
C -0.99857 1.25489 -0.14082  0.00
H -1.90017 0.39337 2.42016  0.00
H -0.71522 -2.17347 -2.29156  0.00
H 1.44143 -3.89895 1.22069  0.00
C -2.05447 2.37818 -0.09010  0.00
C 2.03345 -3.44489 2.02543  0.00
H -3.85391 2.23666 1.15441  0.00
H -1.17342 1.09796 3.87281  0.00
C 0.17036 -1.65361 2.23000  -0.01
C 0.35519 -2.15249 -2.05032  0.00
H -0.02831 1.78135 -0.30459  0.00
Dy 1.91776 0.23604 1.10881  5.08
H -0.94187 0.82046 0.87196  0.00
H 0.58921 -3.06292 -1.47930  0.00
H 2.07325 -0.02273 -3.00796  0.00
P 0.12338 1.32298 -3.05622  0.00
H -1.81773 -0.71880 -0.77286  0.00
H -1.99458 2.99395 -0.99736  0.00
H 2.28050 1.66909 4.14830  0.00
H -3.84661 -0.41792 -2.01316  0.00
C 1.51683 -2.09929 2.39504  -0.01
H 2.85677 -2.01983 -1.47987  0.00
H -1.92953 -0.50727 3.93966  0.00
H 1.93796 0.57131 5.49694  0.00
C 1.47813 0.52058 -2.25290  0.00
C -1.45630 0.51173 -2.57135  0.00
H -0.76298 0.67637 -5.21764  0.00
H 2.91031 -1.79544 0.28608  0.00
F 3.57534 1.37053 1.19272  -0.01
C -2.75856 1.29942 -2.79213  0.00
C 3.60696 -1.22011 3.67616  0.00
C -1.20882 0.11638 -1.14287  0.00
H -1.79079 -1.80097 1.36892  0.00
H 1.98488 -4.12907 2.89134  0.00
H 3.08426 -3.41690 1.70579  0.00
P 0.81651 -0.71002 -1.03178  -0.01
H 2.14389 1.28967 -1.80759  0.00
H 4.22882 -0.44995 3.18972  0.00
C 0.23094 0.88403 -4.80423  0.00
C 2.19315 -1.15627 3.22953  0.00
H -0.56479 -2.78922 0.55631  0.00
C 1.25584 -0.14499 3.60096  -0.01
H 0.80684 3.48667 -3.71196  0.00
H 0.62654 1.53144 4.77305  0.00
H 3.47860 -0.47869 -0.83955  0.00
H -2.99195 1.27154 -3.87014  0.00
H -1.51410 -0.38912 -3.20582  0.00